A gas-phase ion, C4H10NS (charge -1) in a non-equilibrium geometry, computed with ωB97M-V/def2-TZVPD.

Summary:
* frontier orbital gap: 6.005 eV
* SMILES string: CCNCC[S-]
* charge: -1
* multiplicity: 1
* highest occupied orbital energy: -2.3 eV
* DFT total energy: -611.30441 Ha

Last column: Mulliken charge in e.
Atoms and positions in Å:
C -1.246 2.487 1.010  -1.018
C -1.209 1.096 1.681  -0.220
N 0.150 0.587 1.313  -0.463
C 0.310 0.332 -0.184  -0.273
C 0.125 -1.233 -0.270  -0.900
S 1.105 -1.762 -1.856  -0.724
H -0.395 3.296 1.078  0.238
H -1.426 2.241 -0.003  0.327
H -2.151 3.113 1.332  0.319
H -2.033 0.459 1.350  0.227
H -1.311 0.993 2.830  0.297
H 0.346 -0.298 1.616  0.273
H 1.256 0.676 -0.441  0.291
H -0.465 0.874 -0.881  0.083
H -0.947 -1.505 -0.296  0.243
H 0.526 -1.860 0.497  0.302

A single C18H25F3N4O4 molecule, computed with ωB97M-V/def2-TZVPD.

Summary:
* frontier orbital gap: 10.115 eV
* SMILES string: CCCc1ncoc1C(=O)NC1(CNC(=O)[C@@H](NC(=O)C(F)(F)F)C(C)C)CC1
* charge: 0
* multiplicity: 1
* highest occupied orbital energy: -9.5 eV
* DFT total energy: -1520.53051 Ha

Last column: Mulliken charge in e.
Atoms and positions in Å:
C 1.786 4.955 -0.177  -1.292
C 0.558 4.273 0.410  -0.355
C 0.895 2.893 0.979  -0.193
C -0.298 2.222 1.563  0.635
N -0.671 2.408 2.890  -0.622
C -1.750 1.722 3.026  -0.414
O -2.160 1.084 1.920  -0.442
C -1.216 1.414 0.978  0.842
C -1.316 0.855 -0.378  -0.227
O -0.511 1.184 -1.245  -0.715
N -2.326 -0.024 -0.569  0.026
C -2.521 -0.751 -1.795  0.749
C -1.742 -2.034 -1.935  -0.982
N -0.298 -1.782 -2.156  -0.163
C 0.560 -2.478 -1.287  -0.742
O 0.996 -3.574 -1.533  -0.575
C 1.085 -1.740 -0.037  2.267
N 0.935 -2.612 1.116  -0.149
C -0.224 -2.690 1.778  -0.028
O -1.223 -2.038 1.552  -0.510
C -0.248 -3.703 2.945  0.926
F 0.923 -4.353 3.085  -0.296
F -0.506 -3.075 4.093  -0.252
F -1.199 -4.615 2.740  -0.257
C 2.552 -1.345 -0.230  0.381
C 3.076 -0.595 0.991  -1.461
C 2.698 -0.501 -1.495  -1.450
C -3.912 -0.705 -2.359  -0.643
C -2.804 0.062 -3.022  -0.691
H 1.538 5.936 -0.583  0.393
H 2.559 5.094 0.582  0.330
H 2.214 4.357 -0.983  0.292
H 0.124 4.891 1.201  0.375
H -0.208 4.154 -0.360  0.291
H 1.304 2.272 0.181  -0.401
H 1.650 2.991 1.763  0.527
H -2.354 1.598 3.910  0.443
H -2.775 -0.384 0.260  0.399
H -1.895 -2.640 -1.036  0.226
H -2.149 -2.599 -2.776  0.467
H -0.148 -0.781 -2.036  0.538
H 0.495 -0.843 0.153  -1.225
H 1.656 -3.290 1.304  0.468
H 3.121 -2.272 -0.363  0.384
H 2.492 0.312 1.165  0.246
H 3.034 -1.197 1.899  0.346
H 4.114 -0.299 0.835  0.461
H 2.064 0.388 -1.444  0.188
H 3.731 -0.173 -1.614  0.479
H 2.423 -1.061 -2.391  0.423
H -4.289 -1.596 -2.841  0.250
H -4.649 -0.144 -1.801  0.280
H -2.788 1.136 -2.914  0.221
H -2.406 -0.308 -3.957  0.234